(1)
The following is a DFT calculation (ωB97M-V with the def2-TZVPD basis set) of a 4-piece molecular cluster, C2H12NO4 overall.

Positions of all 19 atoms, in Å:
C (-1.00105, 0.45866, -0.97784)
O (-0.49215, -0.80682, -1.06981)
C (0.02662, 1.34673, -0.18396)
N (1.38294, 1.18031, -0.72856)
H (-1.19726, 0.96623, -1.94078)
H (-1.91933, 0.56291, -0.34331)
H (-0.28100, 2.38609, -0.36568)
H (0.05047, 1.12260, 0.87137)
H (1.70683, 0.24369, -0.51149)
H (1.28858, 1.20151, -1.73472)
H (0.59406, -2.94092, 0.31026)
H (0.33376, -1.45056, 0.08518)
O (0.79476, -2.10046, 0.73282)
H (1.52241, 0.69685, 2.57567)
H (2.02242, 1.75360, 1.59758)
O (2.10122, 1.46882, 2.51721)
H (-2.00459, -2.73581, -0.31164)
H (-2.20577, -1.26401, -0.19708)
O (-2.72290, -2.08941, -0.32522)

Properties
ΔE to the lowest compared entry with this formula, charge and spin in kcal per mole: 17.00
Charge: -1
Gap between HOMO and LUMO in eV: 8.07
LUMO energy in eV: 4.1

List of Mulliken charges in e, atom by atom:
1. C -0.48
2. O -0.88
3. C -0.67
4. N -0.66
5. H 0.25
6. H 0.22
7. H 0.36
8. H 0.28
9. H 0.29
10. H 0.26
11. H 0.26
12. H 0.42
13. O -0.74
14. H 0.33
15. H 0.41
16. O -0.69
17. H 0.28
18. H 0.44
19. O -0.68

***

(2)
The following is a DFT calculation (ωB97M-V with the def2-TZVPD basis set) of C27H31Cl2N2O2Rh as an isolated structure.

Positions of all 65 atoms, in Å:
Rh (-2.03827, 0.70149, 0.54916)
C (-0.46379, 4.40056, 0.65561)
C (-1.66620, 3.55352, 0.34881)
C (-2.07273, 3.33492, -0.97344)
C (-3.16377, 2.53141, -1.27123)
C (-3.56952, 2.25457, -2.68731)
C (-3.87189, 1.92889, -0.21033)
C (-3.54549, 2.18768, 1.14126)
C (-4.50193, 1.83147, 2.25377)
C (-2.39581, 2.97586, 1.39004)
H (0.26361, 3.84379, 1.24977)
H (-0.75561, 5.28070, 1.23237)
H (0.02702, 4.73478, -0.25752)
H (-1.50562, 3.77353, -1.78662)
H (-3.27109, 1.24139, -2.96214)
H (-3.07212, 2.93358, -3.37717)
H (-4.65189, 2.34812, -2.80592)
H (-4.77950, 1.38455, -0.43617)
H (-4.42331, 0.78191, 2.53384)
H (-5.52747, 2.02505, 1.93928)
H (-4.29739, 2.43477, 3.13785)
H (-2.13380, 3.21056, 2.41497)
C (-1.21334, -2.85800, 1.35299)
C (-1.21960, -1.75655, 2.42011)
C (-1.87015, -2.26926, 3.70985)
C (0.21684, -1.29097, 2.70307)
N (-1.97757, -0.64287, 1.91372)
H (-0.54029, -3.66305, 1.66077)
H (-0.87948, -2.46084, 0.39187)
H (-2.21761, -3.26777, 1.22309)
H (-1.27263, -3.08273, 4.12614)
H (-2.87735, -2.64224, 3.51050)
H (-1.93446, -1.46929, 4.45087)
H (0.83556, -2.14751, 2.98179)
H (0.22836, -0.56586, 3.51982)
H (0.65410, -0.82405, 1.81841)
Cl (0.97089, -2.92856, -2.52794)
C (1.91357, -3.33583, -1.13700)
C (2.13989, -4.66986, -0.83967)
C (2.90187, -4.99609, 0.27125)
C (3.43580, -4.00085, 1.07476)
C (3.19051, -2.67244, 0.76474)
Cl (3.87027, -1.44069, 1.77614)
C (2.41573, -2.30453, -0.33776)
N (2.14330, -0.95298, -0.61938)
C (2.91692, -0.25683, -1.56459)
C (4.08877, -0.79422, -2.09273)
C (4.81962, -0.09479, -3.04390)
C (4.39098, 1.14681, -3.48081)
C (3.23007, 1.68377, -2.93613)
C (2.48698, 1.00979, -1.97897)
C (1.25566, 1.63769, -1.36129)
C (-0.06029, 0.97239, -1.77490)
O (-0.56330, 1.22394, -2.85465)
O (-0.57329, 0.13569, -0.88702)
H (1.72481, -5.43808, -1.48008)
H (3.08789, -6.03644, 0.50854)
H (4.03996, -4.24369, 1.93940)
H (1.15458, -0.72208, -0.62541)
H (4.42023, -1.77478, -1.76898)
H (5.72448, -0.53215, -3.44887)
H (4.94937, 1.69289, -4.23127)
H (2.88442, 2.65948, -3.26013)
H (1.19447, 2.67990, -1.67466)
H (1.33005, 1.60042, -0.27059)

Properties
ΔE to the lowest compared entry with this formula, charge and spin in kcal per mole: 18.37
Spin multiplicity: 5
Gap between HOMO and LUMO (spin up / spin down) in eV: 8.16 / 6.70
LUMO energy (spin up / spin down) in eV: 0.5 / -0.9

List of Mulliken charges in e, atom by atom:
1. Rh 0.81
2. C -1.84
3. C 1.79
4. C -0.82
5. C 1.47
6. C -1.86
7. C -0.54
8. C -0.33
9. C -1.46
10. C -0.62
11. H 0.35
12. H 0.49
13. H 0.35
14. H 0.23
15. H 0.31
16. H 0.36
17. H 0.49
18. H 0.54
19. H 0.24
20. H 0.35
21. H 0.39
22. H 0.47
23. C -1.35
24. C 1.78
25. C -1.85
26. C -1.20
27. N -0.64
28. H 0.37
29. H 0.18
30. H 0.39
31. H 0.39
32. H 0.41
33. H 0.40
34. H 0.38
35. H 0.39
36. H 0.06
37. Cl -0.17
38. C 1.02
39. C -0.60
40. C -0.54
41. C -0.57
42. C 0.91
43. Cl -0.18
44. C -1.87
45. N 0.73
46. C 0.72
47. C -0.53
48. C -0.75
49. C -0.77
50. C -0.61
51. C 0.35
52. C -0.77
53. C 0.67
54. O -0.66
55. O -0.87
56. H 0.45
57. H 0.38
58. H 0.46
59. H -0.04
60. H 0.46
61. H 0.39
62. H 0.38
63. H 0.40
64. H 0.32
65. H 0.38

***

(3)
The following is a DFT calculation (ωB97M-V with the def2-TZVPD basis set) of C3H4MgO2Rb as an isolated structure.

Positions of all 11 atoms, in Å:
O (0.56365, 1.30241, 1.31862)
Rb (1.76310, 3.06266, -0.66844)
C (-0.04781, 0.25196, 1.56956)
O (0.10634, -0.76040, 0.64918)
C (0.73942, -0.52916, -0.56098)
C (0.08852, -0.58361, -1.73439)
H (1.82747, -0.46265, -0.46233)
H (0.65550, -0.47505, -2.66074)
H (-0.91457, -1.00494, -1.82495)
Mg (-1.84374, -0.14486, 2.90146)
H (-2.93789, -0.65634, 1.47302)

Properties
Spin multiplicity: 2
Gap between HOMO and LUMO (spin up / spin down) in eV: 2.32 / 5.26
LUMO energy (spin up / spin down) in eV: -1.5 / -1.5

List of Mulliken charges in e, atom by atom:
1. O -0.64
2. Rb 0.90
3. C 0.44
4. O -0.35
5. C -0.12
6. C -0.69
7. H 0.40
8. H 0.27
9. H 0.29
10. Mg -0.24
11. H -0.27

***

(4)
The following is a DFT calculation (ωB97M-V with the def2-TZVPD basis set) of C16H9Br2MgNO2 as an isolated structure.

Positions of all 31 atoms, in Å:
Mg (-0.08698, 0.97770, 0.00008)
Br (3.71938, -0.65785, 0.00063)
C (3.57873, 1.22997, 0.00030)
C (4.75120, 1.96461, 0.00021)
C (4.64412, 3.34453, -0.00004)
C (3.38834, 3.92387, -0.00016)
C (2.28111, 3.10131, -0.00007)
N (2.36458, 1.75719, 0.00014)
C (0.88808, 3.71321, -0.00033)
O (0.77786, 4.91802, 0.00003)
O (-0.05405, 2.83197, -0.00024)
H (5.70737, 1.46330, 0.00034)
H (5.53716, 3.95673, -0.00013)
H (3.23505, 4.99315, -0.00035)
Br (-2.82291, 1.38247, 0.00024)
C (-3.16650, -0.49519, 0.00014)
C (-4.47711, -0.85744, 0.00019)
C (-4.81725, -2.22611, 0.00011)
C (-3.82837, -3.16268, -0.00002)
C (-2.46143, -2.78402, -0.00007)
C (-1.45204, -3.77877, -0.00020)
C (-0.13959, -3.42525, -0.00024)
C (0.22174, -2.05620, -0.00014)
C (-0.69167, -1.02400, -0.00002)
C (-2.07830, -1.41206, 0.00001)
H (-5.25142, -0.10175, 0.00030)
H (-5.86026, -2.51643, 0.00016)
H (-4.07003, -4.21991, -0.00009)
H (-1.75183, -4.82104, -0.00025)
H (0.63247, -4.18692, -0.00036)
H (1.28256, -1.83244, -0.00019)

Properties
ΔE to the lowest compared entry with this formula, charge and spin in kcal per mole: 9.45
Gap between HOMO and LUMO in eV: 8.06
LUMO energy in eV: -0.2

List of Mulliken charges in e, atom by atom:
1. Mg 0.72
2. Br -0.15
3. C 0.32
4. C -0.55
5. C -0.31
6. C -0.74
7. C 0.49
8. N -0.28
9. C 0.43
10. O -0.65
11. O -0.39
12. H 0.40
13. H 0.42
14. H 0.48
15. Br -0.30
16. C 0.84
17. C -0.78
18. C -0.47
19. C -0.90
20. C 0.97
21. C -0.72
22. C -1.01
23. C 0.51
24. C -1.34
25. C 1.28
26. H 0.39
27. H 0.38
28. H 0.34
29. H 0.34
30. H 0.38
31. H -0.12

***

(5)
The following is a DFT calculation (ωB97M-V with the def2-TZVPD basis set) of C11H12AuBrCl as an isolated structure.

Positions of all 26 atoms, in Å:
C (2.87471, -0.31358, -1.08815)
C (2.51300, -0.59022, 0.35959)
C (1.54480, -1.63925, 0.31615)
H (3.10676, -0.25067, 1.21572)
C (1.27923, -1.96994, -1.03145)
C (2.05586, -1.17142, -1.89290)
H (2.09793, -1.23390, -2.97938)
H (3.77296, 0.23775, -1.38562)
H (1.15700, -2.16806, 1.17878)
H (0.60604, -2.77339, -1.35545)
Au (1.67466, 1.28108, -0.33420)
Br (-1.12420, -1.02133, 2.34415)
C (-1.78756, 1.38992, 0.05589)
C (-1.66493, 1.52858, -1.38236)
C (-0.62232, 2.42891, -1.65864)
H (-2.28468, 1.00903, -2.10424)
C (0.00682, 2.82700, -0.37674)
C (-0.80347, 2.18721, 0.67338)
H (-0.61610, 2.28228, 1.73715)
H (-2.55302, 0.81920, 0.56396)
H (-0.26889, 2.74656, -2.63391)
H (0.57825, 3.74913, -0.24332)
Cl (-2.71667, -3.67865, 2.16014)
C (-2.43937, -2.13014, 1.38927)
H (-2.06786, -2.29214, 0.39119)
H (-3.37888, -1.56524, 1.39817)

Properties
Spin multiplicity: 3
Charge: -1
Gap between HOMO and LUMO (spin up / spin down) in eV: 2.43 / 4.98
LUMO energy (spin up / spin down) in eV: 2.6 / 1.4

List of Mulliken charges in e, atom by atom:
1. C -0.50
2. C -1.00
3. C -0.40
4. H 0.55
5. C -0.46
6. C -0.68
7. H 0.38
8. H 0.81
9. H 0.62
10. H 0.42
11. Au 0.10
12. Br -0.10
13. C -0.23
14. C -0.58
15. C -0.76
16. H 0.39
17. C -0.73
18. C -1.06
19. H 0.43
20. H 0.65
21. H 0.46
22. H 0.68
23. Cl -0.18
24. C -0.41
25. H 0.31
26. H 0.30

***

(6)
The following is a DFT calculation (ωB97M-V with the def2-TZVPD basis set) of C24H27AuN4PTe as an isolated structure.

Positions of all 58 atoms, in Å:
Au (-0.49877, -1.29239, -1.41756)
N (1.67226, -2.04748, -2.38194)
C (2.49949, -0.98378, -1.92942)
C (3.57616, -1.24953, -1.09452)
C (4.33872, -0.21079, -0.58410)
C (4.02476, 1.10029, -0.90688)
C (2.94913, 1.36123, -1.74422)
C (2.16933, 0.33456, -2.26903)
C (1.03128, 0.62939, -3.18394)
C (1.22816, 1.51457, -4.24546)
C (0.20031, 1.81438, -5.12608)
C (-1.04212, 1.22244, -4.96148)
C (-1.25093, 0.34366, -3.90484)
C (-0.22806, 0.03955, -3.01488)
H (2.08792, -2.95820, -2.23487)
H (1.38061, -1.94300, -3.34697)
H (3.82220, -2.27696, -0.84957)
H (5.17836, -0.43023, 0.06189)
H (4.61738, 1.91714, -0.51748)
H (2.69973, 2.38423, -1.99872)
H (2.20566, 1.95996, -4.38726)
H (0.37412, 2.50060, -5.94404)
H (-1.84684, 1.43926, -5.65208)
H (-2.22681, -0.11475, -3.78900)
C (-3.13397, 2.78993, 0.66011)
N (-4.01981, 2.05845, -0.24410)
C (-4.93870, 1.24291, 0.54849)
N (-4.26098, 0.33198, 1.47213)
C (-3.36647, 1.11005, 2.32972)
N (-2.40394, 1.92518, 1.58866)
C (-1.42931, 1.09528, 0.89092)
P (-2.25040, -0.01277, -0.34134)
C (-3.27623, 1.25839, -1.21053)
C (-3.55388, -0.72743, 0.76276)
H (-3.74405, 3.47715, 1.24752)
H (-2.42157, 3.37275, 0.07441)
H (-5.58137, 0.66811, -0.11995)
H (-5.56499, 1.91409, 1.13728)
H (-2.82861, 0.43450, 2.99728)
H (-3.97950, 1.77814, 2.93573)
H (-0.87684, 0.48556, 1.61035)
H (-0.70425, 1.72587, 0.36950)
H (-3.97050, 0.76368, -1.89290)
H (-2.62253, 1.89483, -1.80985)
H (-3.08660, -1.40739, 1.48029)
H (-4.25799, -1.31051, 0.16555)
Te (-0.21091, -3.20236, 0.53554)
C (0.79327, -2.02241, 1.91240)
C (1.08167, -2.58931, 3.16003)
C (1.72337, -1.83500, 4.12638)
C (2.08634, -0.52156, 3.85393)
C (1.81328, 0.04108, 2.61287)
C (1.16737, -0.70226, 1.64042)
H (0.80347, -3.61393, 3.37135)
H (1.94375, -2.27207, 5.09076)
H (2.58840, 0.06509, 4.61181)
H (2.10761, 1.05966, 2.39835)
H (0.97287, -0.25934, 0.67028)

Properties
ΔE to the lowest compared entry with this formula, charge and spin in kcal per mole: 1.49
Spin multiplicity: 3
Charge: +1
Gap between HOMO and LUMO (spin up / spin down) in eV: 7.01 / 5.42
LUMO energy (spin up / spin down) in eV: -2.7 / -5.6

List of Mulliken charges in e, atom by atom:
1. Au -0.03
2. N -0.48
3. C 1.08
4. C -0.92
5. C -0.66
6. C -0.79
7. C -0.62
8. C 0.62
9. C 0.86
10. C -0.54
11. C -0.77
12. C -0.56
13. C -0.65
14. C -0.61
15. H 0.26
16. H 0.27
17. H 0.36
18. H 0.43
19. H 0.43
20. H 0.55
21. H 0.53
22. H 0.41
23. H 0.43
24. H 0.52
25. C -0.94
26. N 0.12
27. C -0.92
28. N 0.13
29. C -0.96
30. N 0.13
31. C -0.46
32. P 1.12
33. C -0.94
34. C -1.09
35. H 0.32
36. H 0.39
37. H 0.39
38. H 0.31
39. H 0.38
40. H 0.29
41. H 0.05
42. H 0.44
43. H 0.45
44. H 0.42
45. H 0.44
46. H 0.41
47. Te 0.32
48. C 0.35
49. C -0.54
50. C -0.59
51. C -0.55
52. C -0.62
53. C 0.23
54. H 0.39
55. H 0.40
56. H 0.43
57. H 0.45
58. H 0.13

***

Calculated F_max (eV/A), listed in the same order as above: 2.26; 1.14; 1.38; 0.85; 2.83; 0.26
Calculated molecular weight (Da), listed in the same order as above: 114.1; 589.4; 181.8; 431.4; 456.5; 727.0